(1)
{"formula": "C8H28FeN12O10VZn", "method": "wB97M-V/def2-TZVPD", "symbols": ["Zn", "Fe", "O", "V", "O", "O", "C", "C", "O", "H", "H", "H", "H", "C", "O", "N", "N", "H", "H", "H", "H", "C", "O", "N", "N", "H", "H", "H", "H", "C", "O", "N", "N", "H", "H", "H", "H", "C", "O", "N", "N", "H", "H", "H", "H", "C", "O", "N", "N", "H", "H", "H", "H", "C", "O", "N", "N", "H", "H", "H", "H"], "coordinates": [[15.568166, 9.034573, -30.143771], [14.232874, 12.582870, -30.875844], [15.471181, 7.505984, -25.490624], [15.808993, 7.005683, -26.951529], [17.364416, 6.789133, -26.989280], [14.884952, 10.881629, -29.789127], [14.654380, 11.086717, -28.384710], [15.279283, 10.003664, -27.486371], [15.569261, 8.721775, -28.118763], [13.589299, 11.265584, -28.238164], [15.167943, 12.015968, -28.117491], [14.910824, 9.862757, -26.470807], [16.304184, 10.334186, -27.258110], [18.451242, 10.153618, -30.109873], [17.396262, 9.750101, -30.686410], [18.652081, 10.080444, -28.771811], [19.399377, 10.823052, -30.810122], [17.881722, 9.767095, -28.212825], [19.519790, 10.373700, -28.354117], [20.270949, 11.006681, -30.339834], [19.359349, 10.832705, -31.816613], [16.817203, 14.192858, -29.891423], [15.860614, 13.608525, -30.475228], [16.658358, 15.361319, -29.221540], [18.069934, 13.673315, -29.938992], [15.786342, 15.852967, -29.202229], [17.492878, 15.698305, -28.771744], [18.043811, 12.682989, -30.109611], [18.814667, 14.186210, -29.497777], [11.839383, 14.065614, -29.442660], [12.915663, 13.476844, -29.764779], [10.673548, 13.432687, -29.470497], [11.858795, 15.334497, -28.978976], [10.697975, 12.433852, -29.674821], [9.778056, 13.834845, -29.254716], [12.707279, 15.833550, -29.183337], [10.995162, 15.849264, -28.922184], [10.792860, 9.952280, -27.116165], [10.732074, 10.237338, -28.312594], [11.790575, 9.200851, -26.535256], [9.968764, 10.526136, -26.197486], [11.530278, 8.674459, -25.718557], [12.552375, 8.859455, -27.099379], [10.020236, 10.370617, -25.196587], [9.183032, 11.034709, -26.550814], [19.166620, 12.550688, -26.238402], [19.721175, 12.957800, -27.259121], [17.846897, 12.886180, -25.956885], [19.775117, 11.840083, -25.247170], [17.358144, 13.467870, -26.609910], [17.347205, 12.578569, -25.144304], [19.309424, 11.415999, -24.467756], [20.781693, 11.816649, -25.238776], [11.967682, 10.597354, -23.037906], [11.802201, 11.572094, -22.344358], [13.041568, 10.373310, -23.858817], [10.928529, 9.671379, -23.270176], [13.815997, 11.006598, -23.891805], [12.998797, 9.646877, -24.542352], [11.254212, 8.712889, -23.348374], [10.207197, 9.698685, -22.558565]], "forces_ev_per_angstrom": [[1.2, 2.0, 1.2], [0.8, 0.1, 1.8], [0.2, -0.6, -1.6], [1.3, 2.0, 0.9], [-1.5, 0.0, 0.0], [-0.4, -0.6, -0.7], [-0.4, 0.2, -0.2], [2.3, 0.0, 0.2], [-1.1, -1.8, -0.2], [-0.1, -0.4, 0.3], [-0.1, 0.0, 0.1], [-1.0, 0.0, -0.4], [-0.2, 0.5, 0.0], [0.5, 0.7, 0.4], [-0.4, -0.6, 0.1], [-0.5, -0.3, -1.3], [-0.7, -0.7, 0.5], [0.2, -0.2, 0.3], [-0.1, 0.1, 0.2], [0.2, 0.2, -0.3], [0.1, -0.1, 0.0], [0.6, 0.8, 0.2], [-0.3, -0.1, -0.1], [0.6, -1.5, -0.6], [-2.2, 0.6, -0.1], [0.0, 0.2, -0.1], [-0.3, 0.6, 0.2], [0.9, 0.0, -0.1], [0.4, -0.6, 0.2], [-1.3, 0.7, 0.6], [0.4, -0.3, -0.5], [0.5, -1.1, -0.5], [0.5, -0.8, -0.7], [-0.2, 0.3, 0.2], [0.1, 0.2, 0.1], [-0.1, 0.3, 0.1], [0.1, 0.2, 0.1], [-0.4, 1.6, 0.3], [0.6, -0.3, 0.2], [0.4, -0.4, 0.0], [0.0, -0.4, -0.2], [0.1, -0.1, 0.0], [-0.5, -0.1, -0.2], [0.2, -0.2, -0.1], [-0.2, 0.0, -0.1], [-0.5, 0.9, 0.7], [-0.3, -0.6, 0.3], [0.2, -0.6, -0.6], [0.4, -0.2, -0.7], [0.1, 0.1, -0.1], [0.2, 0.1, 0.2], [-0.2, 0.3, 0.1], [0.0, -0.1, -0.1], [-1.0, 0.9, -0.4], [0.5, -0.4, -0.1], [0.3, -0.2, 0.2], [0.2, -0.7, 0.1], [-0.1, 0.2, 0.3], [0.0, 0.0, -0.1], [0.0, 0.0, 0.1], [0.1, 0.3, 0.0]], "orbital_gap_ev": [5.34, 5.34], "total_charge": 3, "total_energy_ev": -155579.8511, "homo_energy_ev": [-15.9627, -15.9627], "spin_multiplicity": 5, "mol_weight_da": 624.6}

(2)
{"formula": "C4H14N2O2", "method": "wB97M-V/def2-TZVPD", "symbols": ["C", "C", "C", "O", "N", "C", "N", "H", "H", "H", "H", "H", "H", "H", "H", "H", "H", "H", "H", "H", "H", "O"], "coordinates": [[0.949891, 2.535210, 0.374594], [0.919776, 1.222782, -0.271357], [-0.112808, 1.304768, -1.490123], [-0.276530, 0.008756, -2.016066], [0.382249, 0.321910, 0.786876], [1.247059, -0.806774, 1.207262], [1.222091, -0.836067, 2.770029], [1.037970, 2.417566, 1.477611], [0.028062, 3.180494, 0.253930], [1.874820, 3.131966, 0.145116], [1.867787, 0.843266, -0.556690], [-1.122643, 1.669791, -1.270713], [0.413354, 1.861585, -2.319830], [-0.484045, -0.625401, -1.219014], [-0.598418, 0.213861, 1.022899], [2.270684, -0.573751, 0.801000], [0.883439, -1.792701, 0.915502], [2.154022, -0.807891, 3.172108], [0.830132, 0.063744, 3.089201], [-3.912741, -2.433083, -1.848782], [-3.258398, -3.846894, -1.763275], [-3.628209, -3.163676, -1.198890]], "forces_ev_per_angstrom": [[1.2, 3.6, 1.8], [-4.6, -0.3, 0.5], [2.3, -1.1, -0.4], [-0.7, -2.4, 1.6], [1.4, -2.2, -0.5], [-0.3, 1.6, 1.9], [0.0, 0.6, -1.1], [-0.1, 0.0, -0.7], [1.0, -0.7, -0.3], [-1.0, -0.2, -0.3], [0.7, -0.3, -0.6], [0.5, 0.7, 0.5], [-0.9, -0.1, 0.9], [0.6, 1.8, -2.1], [0.2, 0.3, -0.5], [-1.0, -0.6, 0.5], [0.2, 0.1, -0.3], [0.2, -0.3, -0.3], [0.1, -0.6, -0.5], [0.7, -1.8, 1.5], [0.0, -0.1, -0.1], [-0.7, 1.9, -1.4]], "orbital_gap_ev": 9.38, "de_lowest_kcal_mol": 52.52, "total_charge": 0, "total_energy_ev": -11448.4124, "homo_energy_ev": -8.6619, "spin_multiplicity": 1, "mol_weight_da": 122.2}

(3)
{"formula": "C23H51BFO6P", "method": "wB97M-V/def2-TZVPD", "symbols": ["O", "C", "O", "C", "C", "B", "C", "C", "O", "F", "P", "O", "O", "O", "H", "H", "H", "H", "H", "H", "H", "H", "H", "C", "C", "C", "C", "C", "C", "H", "H", "H", "H", "H", "H", "H", "H", "H", "H", "H", "H", "H", "H", "C", "C", "C", "C", "C", "C", "H", "H", "H", "H", "H", "H", "H", "H", "H", "H", "H", "H", "H", "H", "C", "C", "C", "C", "C", "C", "H", "H", "H", "H", "H", "H", "H", "H", "H", "H", "H", "H", "H", "H"], "coordinates": [[-0.024616, 5.815886, 5.529114], [-0.230834, 4.899837, 4.796535], [0.475561, 3.732531, 4.893689], [0.911854, 3.279085, 3.609129], [2.318140, 3.852849, 3.295470], [2.376093, 4.789904, 2.045908], [2.194402, 4.141573, 0.590108], [0.790773, 4.245808, 0.089561], [0.481522, 5.089878, -0.694945], [-0.124763, 3.368787, 0.504695], [2.691207, 6.693459, 2.077158], [2.012600, 7.287585, 0.932872], [2.289160, 7.358212, 3.466866], [4.300055, 6.917787, 1.943024], [-1.036781, 4.904481, 4.058100], [0.167059, 3.498995, 2.854916], [0.976690, 2.207398, 3.659648], [2.964642, 3.009195, 3.073591], [2.718842, 4.287854, 4.197782], [2.816646, 4.699223, -0.084522], [2.541924, 3.118377, 0.662606], [3.035824, 7.885521, 3.770110], [4.604977, 6.287651, 1.289949], [0.434615, 1.849317, -3.226115], [-1.026372, 2.165089, -2.921322], [-1.815215, 0.958206, -2.417130], [-1.920401, -0.204001, -3.405632], [-2.546209, 0.151930, -4.753481], [-3.990449, 0.632768, -4.639737], [0.534243, 1.110038, -4.022131], [0.955254, 2.752275, -3.548687], [0.944954, 1.465159, -2.338992], [-1.502557, 2.586818, -3.810317], [-1.063401, 2.945204, -2.157587], [-2.818177, 1.286284, -2.130803], [-1.348531, 0.588714, -1.498074], [-2.508816, -1.003025, -2.941634], [-0.926514, -0.626747, -3.579908], [-2.521948, -0.738257, -5.388436], [-1.946321, 0.909262, -5.264643], [-4.616297, -0.128728, -4.170350], [-4.400560, 0.840207, -5.629264], [-4.069457, 1.549991, -4.055018], [2.302271, -1.148771, 2.647386], [2.038798, -0.917100, 4.133063], [3.187765, -0.208093, 4.846465], [4.515347, -0.966726, 4.856056], [4.455076, -2.358755, 5.483448], [4.062931, -2.340788, 6.958472], [3.163768, -1.797368, 2.485284], [1.441906, -1.622930, 2.173979], [2.486946, -0.202298, 2.132394], [1.816104, -1.870799, 4.617648], [1.137576, -0.305874, 4.236832], [2.884895, 0.009671, 5.873985], [3.349692, 0.765696, 4.369513], [5.254384, -0.365921, 5.394693], [4.891714, -1.058061, 3.833112], [5.440630, -2.821055, 5.388872], [3.762448, -2.996241, 4.927648], [4.767375, -1.744769, 7.541594], [4.064592, -3.352181, 7.366628], [3.062905, -1.931476, 7.107163], [-4.839010, -3.190865, -4.712432], [-4.258045, -3.857083, -3.468680], [-2.818964, -4.334675, -3.655085], [-2.627969, -5.401986, -4.733494], [-3.452697, -6.673040, -4.534640], [-3.108041, -7.423198, -3.250802], [-4.888863, -3.879636, -5.556840], [-5.852029, -2.836288, -4.516904], [-4.233110, -2.332036, -5.006564], [-4.898972, -4.688999, -3.164489], [-4.278955, -3.139390, -2.643713], [-2.443888, -4.709880, -2.698726], [-2.189811, -3.474015, -3.905527], [-1.567584, -5.669663, -4.772914], [-2.866376, -4.977834, -5.712853], [-3.274234, -7.335526, -5.385366], [-4.520321, -6.438535, -4.546787], [-2.053886, -7.706698, -3.236456], [-3.699718, -8.336173, -3.170580], [-3.313470, -6.823021, -2.363496]], "forces_ev_per_angstrom": [[-0.2, -0.1, -0.1], [0.4, 0.2, 1.1], [-0.2, 0.5, -0.6], [0.3, -0.2, 0.3], [-0.1, 0.2, -0.3], [-0.2, -0.5, 0.4], [0.0, -0.2, 1.4], [0.4, 2.1, -2.1], [-0.3, -0.8, 0.6], [0.1, -0.6, 0.6], [-0.1, 0.3, -0.9], [-0.7, 0.2, -0.6], [0.8, -0.4, 0.0], [-0.5, -0.2, 1.1], [0.0, -0.2, -0.4], [-0.2, 0.2, -0.2], [0.0, -0.5, 0.2], [0.2, -0.3, -0.1], [0.0, 0.3, 0.4], [0.0, 0.2, -0.6], [-0.1, -0.4, -0.1], [0.0, 0.3, 0.5], [0.5, 0.0, -0.4], [-0.1, 0.2, -0.1], [0.1, -0.1, 0.1], [-0.1, 0.0, 0.0], [0.1, 0.0, 0.0], [-0.1, -0.1, 0.1], [0.1, 0.0, -0.1], [0.0, 0.0, 0.0], [0.1, 0.0, 0.0], [0.0, 0.0, 0.0], [0.0, 0.0, 0.0], [0.0, 0.0, 0.0], [0.0, 0.0, 0.0], [0.0, 0.0, 0.0], [0.0, 0.0, 0.0], [0.0, 0.0, 0.0], [0.0, 0.0, 0.0], [0.0, 0.0, 0.0], [0.0, 0.0, 0.0], [-0.1, 0.0, 0.0], [0.0, 0.0, 0.0], [-0.1, -0.1, 0.1], [0.0, 0.1, -0.2], [0.0, 0.0, 0.1], [0.0, 0.0, -0.1], [0.0, 0.1, 0.1], [0.0, -0.1, -0.1], [0.0, 0.0, 0.0], [0.0, 0.0, 0.0], [0.0, 0.0, 0.0], [0.0, 0.0, 0.0], [0.0, 0.0, 0.1], [0.0, 0.0, 0.0], [0.0, 0.0, 0.0], [0.0, 0.0, 0.0], [0.0, 0.0, 0.0], [0.0, 0.0, 0.0], [0.0, 0.0, 0.0], [0.0, 0.0, 0.0], [0.0, 0.0, 0.0], [0.0, 0.0, 0.0], [-0.1, -0.1, 0.1], [0.0, 0.1, -0.1], [0.0, 0.0, 0.1], [-0.1, 0.0, -0.1], [0.1, 0.0, 0.1], [-0.1, 0.0, -0.1], [0.0, 0.0, 0.0], [0.0, 0.0, -0.1], [0.0, 0.0, -0.1], [0.0, 0.0, 0.0], [0.0, 0.0, 0.0], [0.0, 0.0, 0.0], [0.0, 0.0, 0.0], [0.0, 0.0, 0.0], [0.0, 0.0, 0.0], [0.0, 0.0, 0.0], [0.0, 0.0, 0.0], [0.0, 0.0, 0.0], [0.0, 0.0, 0.0], [0.0, 0.0, 0.0]], "orbital_gap_ev": 9.21, "total_charge": 0, "total_energy_ev": -49648.1963, "homo_energy_ev": -10.4192, "spin_multiplicity": 1, "mol_weight_da": 484.4}